Molecular formula: C8H12N4S
Method: DFT, ωB97M-V with the def2-TZVPD basis set

```
25
C8H12N4S (ωB97M-V with the def2-TZVPD basis set)
C 0.6288 -1.8071 -3.0563
N -0.4579 -1.3322 -3.5902
N -1.0765 -0.4017 -2.8057
C -0.4396 -0.1946 -1.6850
N -0.9633 0.6816 -0.7653
C -0.5003 0.9980 0.5307
N -1.4016 1.2898 1.3737
C -0.9476 1.6992 2.6947
C -0.4090 0.5275 3.5321
C 0.4332 -0.4762 2.7416
C 1.5238 0.1482 1.8418
C 0.9762 1.1166 0.7762
S 0.9865 -1.1527 -1.4916
H 1.2317 -2.5402 -3.5566
H -1.9595 0.8328 -0.8631
H -0.1703 2.4668 2.6189
H -1.8037 2.1648 3.2150
H 0.1964 0.9350 4.3948
H -1.2366 -0.0316 3.9969
H -0.2314 -1.0928 2.1169
H 0.9082 -1.1965 3.4408
H 2.2304 0.6592 2.4426
H 2.0495 -0.6726 1.3587
H 1.1512 2.1533 1.1203
H 1.5526 1.0322 -0.1621
```

Computed properties:
HOMO level   -8.74 eV
E_LUMO   0.5 eV
SMILES string   c1nnc(NC2=NCCCCC2)s1
Charge   0
Energy above the lowest of the compared OMol25 structures with the same formula, charge and spin   0.0 kcal per mole

Atomic partial charges in e from the Mulliken method, atoms 1 to 6:
1. C -0.242
2. N -0.395
3. N -0.389
4. C 0.422
5. N -0.135
6. C 0.737